Density functional theory data (the ωB97M-V functional and the def2-TZVPD basis) for the ion C19H25ClNO with charge +1.

```
47
Properties=species:S:1:pos:R:3:forces:R:3
C 5.5133 1.1763 0.5496 0.004 0.021 0.171
C 4.9552 0.9959 1.9638 0.099 0.032 -0.176
C 3.7348 0.1270 1.9444 0.133 -0.226 0.103
C 2.4711 0.7074 1.8988 -0.307 0.082 0.008
C 1.3305 -0.0746 1.8520 0.061 -0.284 -0.075
O 0.0258 0.4144 1.8084 0.205 -0.275 0.131
C -0.2066 1.8175 1.7685 0.088 0.588 -0.093
C -0.0220 2.4229 0.3737 -0.210 -0.206 0.235
C -1.1292 2.0787 -0.6302 0.261 -0.139 0.086
C -1.0102 0.7004 -1.2754 0.005 0.583 -0.425
N -1.3097 -0.4057 -0.3305 0.355 -0.146 0.345
C -2.7626 -0.6249 -0.0759 -0.578 -0.190 -0.089
C -3.4397 -1.1447 -1.3153 0.024 0.029 0.029
C -4.2900 -0.3364 -2.0584 0.038 -0.051 0.096
C -4.8859 -0.8247 -3.2090 -0.023 0.013 -0.046
C -4.6295 -2.1193 -3.6274 -0.013 0.018 0.002
C -3.7803 -2.9302 -2.8915 0.059 -0.052 -0.030
C -3.1872 -2.4453 -1.7401 -0.043 0.100 0.036
C 1.4380 -1.4617 1.8427 -0.102 0.266 -0.003
C 2.6844 -2.0513 1.8853 0.089 0.072 -0.056
C 3.8260 -1.2637 1.9271 -0.260 0.136 0.012
Cl 5.3652 -2.0451 1.9682 0.118 -0.083 0.008
H 5.7818 0.2145 0.1212 0.041 -0.071 -0.086
H 6.4013 1.8010 0.5782 0.096 0.058 -0.069
H 4.7771 1.6502 -0.0965 -0.049 0.048 -0.086
H 4.7069 1.9718 2.3831 -0.009 -0.042 0.076
H 5.7191 0.5369 2.5916 -0.039 0.084 0.069
H 2.4130 1.7842 1.9126 -0.018 0.133 -0.002
H 0.4379 2.3207 2.4921 -0.063 -0.088 0.008
H -1.2414 1.9375 2.1027 0.108 0.032 0.007
H -0.0036 3.5057 0.4970 0.061 0.040 0.016
H 0.9464 2.1215 -0.0304 0.088 0.085 0.007
H -1.0836 2.8057 -1.4419 -0.095 -0.056 -0.042
H -2.1035 2.1962 -0.1543 -0.124 0.079 -0.044
H 0.0076 0.5632 -1.6467 -0.070 -0.118 0.045
H -1.6993 0.6218 -2.1194 0.103 -0.133 0.093
H -0.8046 -0.1873 0.5837 -0.140 -0.305 -0.405
H -0.9331 -1.2792 -0.7100 0.009 0.167 0.110
H -3.2097 0.3162 0.2432 0.135 -0.035 0.038
H -2.8511 -1.3461 0.7397 0.124 0.115 -0.002
H -4.4997 0.6715 -1.7308 -0.027 0.131 0.048
H -5.5514 -0.1935 -3.7763 -0.070 0.059 -0.062
H -5.0957 -2.4996 -4.5223 -0.051 -0.039 -0.092
H -3.5852 -3.9419 -3.2107 0.010 -0.103 -0.033
H -2.5415 -3.0900 -1.1589 0.063 -0.121 0.087
H 0.5456 -2.0686 1.8356 -0.121 -0.092 0.044
H 2.7754 -3.1253 1.8888 0.033 -0.115 0.009
```
Positions in Å, forces in eV/Å.

The HOMO energy is -11.44 eV. Its total charge is +1. As for the LUMO energy: -2.373 eV.



Density functional theory data (the ωB97M-V functional and the def2-TZVPD basis) for a cluster of 3 separate species, C3H11NO2 in total at a distorted geometry.

```
17
Properties=species:S:1:pos:R:3:forces:R:3
C -0.6395 -2.0723 -1.0688 0.673 0.030 0.585
C -0.0018 -1.2043 -0.2249 -1.820 -2.313 1.428
N -0.6564 -0.6839 0.9121 -0.708 0.735 1.562
C -0.0338 0.2313 1.9400 2.401 0.031 -2.801
H -1.6467 -2.4848 -0.8673 0.469 0.893 -0.305
H -0.0771 -2.6024 -1.8445 -0.130 0.411 0.336
H 1.0739 -1.2986 -0.1114 0.108 0.859 -0.446
H -1.6713 -0.4789 0.9011 1.139 -0.719 -0.655
H -0.5631 0.5254 2.7967 -1.715 -0.453 0.913
H 0.9562 -0.1381 2.3655 -1.112 0.212 -0.981
H 0.1200 1.1547 1.3478 0.483 -0.342 1.142
O 1.3191 1.7877 -0.0854 1.827 0.827 -0.246
H 0.9809 2.1741 -0.9017 -0.068 0.050 -0.165
H 2.2487 2.1301 -0.0203 -1.291 -0.489 -0.028
O -0.5013 1.0252 -2.0518 2.616 -0.985 -1.978
H -1.1234 1.4226 -1.4975 -1.124 0.490 1.839
H 0.2156 0.5122 -1.5895 -1.750 0.761 -0.200
```
Positions in Å, forces in eV/Å.

The HOMO energy is -7.55 eV. Its total charge is 0. As for the LUMO energy: 0.618 eV.



Density functional theory data (the ωB97M-V functional and the def2-TZVPD basis) for a cluster of 2 separate species, CH2N2OS in total at a distorted geometry.

```
7
Properties=species:S:1:pos:R:3:forces:R:3
C -2.6666 0.6959 0.9422 0.435 -0.534 1.382
N -3.5602 1.0230 0.3174 -1.370 0.466 -1.191
N -0.5394 0.2201 -0.3375 -0.304 2.864 -0.470
O -1.6320 -0.9585 2.6884 -0.394 -0.473 -0.083
S -1.4035 0.3543 2.0519 0.597 0.823 1.463
H -0.1381 -0.6399 -0.3997 2.194 -3.389 -0.095
H -1.3957 0.0458 -0.8123 -1.159 0.243 -1.006
```
Positions in Å, forces in eV/Å.

The HOMO energy (alpha / beta) is -9.19 / -11.59 eV. Its total charge is 0. Its expectation value of S² is 2.011. Its multiplicity is 3. As for the LUMO energy (alpha / beta): 0.195 / -2.822 eV.



What molar mass values result from the calculations? In sequence: 318.868, 93.126, 90.107 g mol⁻¹.
What energy relative to the best compared isomer or geometry (same formula, charge and spin) values result from the calculations? In sequence: 0.019, 2.135, 2.601 eV.